11 unconnected molecules or ions with the total composition C49H119F12N12O24P7, computed with ωB97M-V/def2-TZVPD.

Properties
**Molar mass**: 1705.35 g mol⁻¹
**HOMO level**: -8.2 eV
**SMILES**: CN(C)P(=O)(N(C)C)N(C)C.CN(C)P(=O)(N(C)C)N(C)C.CN(C)P(=O)(N(C)C)N(C)C.CN(C)P(=O)(N(C)C)N(C)C.CCOC(=O)C(F)(F)F.CCOC(=O)C(F)(F)F.CCOC(=O)C(F)(F)F.CCOC(=O)C(F)(F)F.COP(=O)(OC)OC.COP(=O)(OC)OC.COP(=O)(OC)OC
**Lowest unoccupied orbital energy**: 0.445 eV

Last columns: bonded neighbours and bond lengths (Å).
Cartesian coordinates (Å):
1 O 3.897 6.936 -1.801  P2 1.470
2 P 4.890 5.893 -2.100  O1 1.470, N3 1.648, N6 1.693, N9 1.661
3 N 4.091 4.621 -2.776  P2 1.648, C4 1.507, C5 1.503
4 C 3.157 5.134 -3.842  N3 1.507, H12 1.084, H13 1.069, H14 1.089
5 C 4.903 3.476 -3.316  N3 1.503, H15 1.106, H16 1.092, H17 1.086
6 N 5.834 5.070 -0.961  P2 1.693, C7 1.495, C8 1.419
7 C 7.203 5.490 -0.527  N6 1.495, H18 1.088, H19 1.106, H20 1.060
8 C 5.236 4.158 -0.054  N6 1.419, H21 1.109, H22 1.082, H23 1.113
9 N 6.020 6.577 -3.106  P2 1.661, C10 1.435, C11 1.473
10 C 6.126 8.007 -3.042  N9 1.435, H24 1.059, H25 1.039, H26 1.116
11 C 7.099 5.825 -3.768  N9 1.473, H27 1.096, H28 1.103, H29 1.122
12 H 3.718 5.421 -4.724  C4 1.084
13 H 2.555 5.957 -3.520  C4 1.069
14 H 2.561 4.261 -4.102  C4 1.089
15 H 5.460 2.966 -2.509  C5 1.106
16 H 5.654 3.854 -4.014  C5 1.092
17 H 4.251 2.734 -3.767  C5 1.086
18 H 7.188 5.894 0.482  C7 1.088
19 H 7.891 4.623 -0.537  C7 1.106
20 H 7.599 6.215 -1.192  C7 1.060
21 H 5.797 3.218 0.122  C8 1.109
22 H 4.977 4.578 0.909  C8 1.082
23 H 4.315 3.838 -0.591  C8 1.113
24 H 6.285 8.312 -4.044  C10 1.059
25 H 5.263 8.434 -2.652  C10 1.039
26 H 7.012 8.280 -2.421  C10 1.116
27 H 6.861 5.543 -4.800  C11 1.096
28 H 7.328 4.897 -3.217  C11 1.103
29 H 7.983 6.513 -3.815  C11 1.122
30 O -1.335 -4.086 0.065  P31 1.484
31 P -2.722 -4.512 0.377  O30 1.484, N32 1.644, N35 1.657, N38 1.602
32 N -2.798 -6.054 0.940  P31 1.644, C33 1.465, C34 1.470
33 C -2.053 -7.122 0.269  N32 1.465, H41 1.098, H42 1.089, H43 1.047
34 C -2.886 -6.427 2.360  N32 1.470, H44 1.100, H45 1.091, H46 1.098
35 N -3.537 -4.589 -1.064  P31 1.657, C36 1.426, C37 1.449
36 C -4.689 -5.397 -1.294  N35 1.426, H47 1.079, H48 1.078, H49 1.104
37 C -3.035 -4.060 -2.317  N35 1.449, H50 1.135, H51 1.097, H52 1.108
38 N -3.506 -3.455 1.290  P31 1.602, C39 1.493, C40 1.450
39 C -4.985 -3.428 1.492  N38 1.493, H53 1.097, H54 1.104, H55 1.088
40 C -2.780 -2.552 2.162  N38 1.450, H56 1.080, H57 1.077, H58 1.086
41 H -2.450 -8.010 0.778  C33 1.098
42 H -1.001 -6.988 0.515  C33 1.089
43 H -2.231 -7.060 -0.761  C33 1.047
44 H -2.005 -6.999 2.687  C34 1.100
45 H -3.769 -7.067 2.390  C34 1.091
46 H -2.876 -5.525 2.985  C34 1.098
47 H -5.598 -4.842 -1.468  C36 1.079
48 H -4.570 -6.076 -2.123  C36 1.078
49 H -4.870 -6.017 -0.399  C36 1.104
50 H -3.911 -3.580 -2.857  C37 1.135
51 H -2.321 -3.242 -2.160  C37 1.097
52 H -2.491 -4.773 -2.965  C37 1.108
53 H -5.303 -2.380 1.564  C39 1.097
54 H -5.533 -3.680 0.568  C39 1.104
55 H -5.382 -3.977 2.343  C39 1.088
56 H -2.988 -2.753 3.202  C40 1.080
57 H -3.086 -1.532 1.996  C40 1.077
58 H -1.724 -2.673 1.940  C40 1.086
59 O -3.083 4.620 -5.594  P60 1.440
60 P -2.484 3.356 -5.252  O59 1.440, N61 1.660, N64 1.622, N67 1.713
61 N -2.456 2.223 -6.466  P60 1.660, C62 1.487, C63 1.467
62 C -1.699 2.421 -7.730  N61 1.487, H70 1.123, H71 1.104, H72 1.084
63 C -3.647 1.407 -6.727  N61 1.467, H73 1.104, H74 1.045, H75 1.100
64 N -3.193 2.644 -3.979  P60 1.622, C65 1.428, C66 1.462
65 C -2.821 1.411 -3.361  N64 1.428, H76 1.076, H77 1.085, H78 1.086
66 C -4.247 3.301 -3.209  N64 1.462, H79 1.138, H80 1.093, H81 1.095
67 N -0.808 3.591 -4.986  P60 1.713, C68 1.411, C69 1.447
68 C -0.296 4.862 -4.649  N67 1.411, H82 1.142, H83 1.090, H84 1.094
69 C 0.193 2.556 -5.133  N67 1.447, H85 1.086, H86 1.066, H87 1.106
70 H -2.359 2.564 -8.628  C62 1.123
71 H -1.120 1.527 -8.020  C62 1.104
72 H -0.981 3.210 -7.539  C62 1.084
73 H -4.242 1.839 -7.550  C63 1.104
74 H -4.201 1.202 -5.865  C63 1.045
75 H -3.299 0.477 -7.201  C63 1.100
76 H -3.722 0.970 -2.971  C65 1.076
77 H -2.457 0.734 -4.128  C65 1.085
78 H -2.092 1.477 -2.559  C65 1.086
79 H -5.177 2.649 -3.138  C66 1.138
80 H -3.848 3.555 -2.223  C66 1.093
81 H -4.622 4.225 -3.660  C66 1.095
82 H 0.002 5.008 -3.557  C68 1.142
83 H 0.586 5.073 -5.254  C68 1.090
84 H -0.962 5.678 -4.944  C68 1.094
85 H 0.829 2.370 -4.273  C69 1.086
86 H 0.760 2.542 -6.036  C69 1.066
87 H -0.377 1.612 -5.225  C69 1.106
88 O 2.086 -1.143 5.248  P89 1.464
89 P 3.331 -1.348 5.991  O88 1.464, N90 1.684, N93 1.677, N96 1.668
90 N 4.224 0.062 5.759  P89 1.684, C91 1.426, C92 1.447
91 C 5.629 -0.001 5.987  N90 1.426, H99 1.079, H100 1.102, H101 1.126
92 C 3.931 1.099 4.793  N90 1.447, H102 1.091, H103 1.104, H104 1.097
93 N 4.281 -2.634 5.484  P89 1.677, C94 1.476, C95 1.462
94 C 4.141 -3.036 4.071  N93 1.476, H105 1.129, H106 1.100, H107 1.090
95 C 5.052 -3.506 6.368  N93 1.462, H108 1.122, H109 1.086, H110 1.093
96 N 3.257 -1.488 7.651  P89 1.668, C97 1.467, C98 1.408
97 C 2.850 -0.305 8.417  N96 1.467, H111 1.084, H112 1.112, H113 1.112
98 C 2.525 -2.623 8.048  N96 1.408, H114 1.063, H115 1.118, H116 1.093
99 H 6.060 0.872 6.454  C91 1.079
100 H 6.172 -0.025 5.028  C91 1.102
101 H 6.021 -0.903 6.535  C91 1.126
102 H 4.689 1.143 4.009  C92 1.091
103 H 3.969 2.101 5.254  C92 1.104
104 H 3.010 0.840 4.258  C92 1.097
105 H 5.051 -2.719 3.483  C94 1.129
106 H 4.121 -4.135 4.027  C94 1.100
107 H 3.261 -2.607 3.591  C94 1.090
108 H 4.450 -4.420 6.615  C95 1.122
109 H 5.989 -3.733 5.868  C95 1.086
110 H 5.346 -3.009 7.296  C95 1.093
111 H 3.493 0.552 8.250  C97 1.084
112 H 1.807 -0.024 8.155  C97 1.112
113 H 3.062 -0.527 9.486  C97 1.112
114 H 1.481 -2.430 7.983  C98 1.063
115 H 2.734 -2.918 9.106  C98 1.118
116 H 2.714 -3.533 7.474  C98 1.093
117 C -4.910 0.371 0.414  C118 1.502, H126 1.080, H127 1.124, H128 1.107
118 C -6.042 0.230 -0.563  C117 1.502, O119 1.505, H129 1.116, H130 1.086
119 O -5.614 -0.263 -1.919  C118 1.505, C120 1.313
120 C -5.992 -1.494 -2.179  O119 1.313, O121 1.200, C122 1.548
121 O -6.457 -2.336 -1.463  C120 1.200
122 C -5.975 -1.655 -3.718  C120 1.548, F123 1.361, F124 1.371, F125 1.316
123 F -6.887 -0.825 -4.294  C122 1.361
124 F -4.764 -1.292 -4.247  C122 1.371
125 F -6.225 -2.893 -4.091  C122 1.316
126 H -4.617 -0.608 0.763  C117 1.080
127 H -5.259 0.923 1.328  C117 1.124
128 H -4.063 0.905 -0.059  C117 1.107
129 H -6.486 1.238 -0.740  C118 1.116
130 H -6.878 -0.402 -0.277  C118 1.086
131 C -3.706 -4.776 -5.941  C132 1.475, H140 1.151, H141 1.073, H142 1.085
132 C -3.250 -3.655 -6.785  C131 1.475, O133 1.479, H143 1.073, H144 1.104
133 O -2.328 -2.787 -6.022  C132 1.479, C134 1.323
134 C -1.038 -3.012 -6.211  O133 1.323, O135 1.199, C136 1.543
135 O -0.458 -3.795 -6.909  C134 1.199
136 C -0.157 -1.992 -5.459  C134 1.543, F137 1.354, F138 1.298, F139 1.379
137 F 1.068 -2.534 -5.260  C136 1.354
138 F -0.017 -0.882 -6.116  C136 1.298
139 F -0.656 -1.609 -4.232  C136 1.379
140 H -4.158 -5.575 -6.637  C131 1.151
141 H -4.431 -4.567 -5.178  C131 1.073
142 H -2.857 -5.288 -5.499  C131 1.085
143 H -4.092 -3.076 -7.115  C132 1.073
144 H -2.663 -4.074 -7.621  C132 1.104
145 C -3.290 0.880 4.575  C146 1.525, H154 1.108, H155 1.096, H156 1.075
146 C -2.742 2.198 4.041  C145 1.525, O147 1.442, H157 1.095, H158 1.053
147 O -3.548 3.315 4.465  C146 1.442, C148 1.328
148 C -4.461 3.708 3.583  O147 1.328, O149 1.210, C150 1.486
149 O -4.865 3.107 2.614  C148 1.210
150 C -4.945 5.065 3.945  C148 1.486, F151 1.342, F152 1.359, F153 1.327
151 F -5.510 5.095 5.162  C150 1.342
152 F -3.894 5.926 3.971  C150 1.359
153 F -5.798 5.558 3.056  C150 1.327
154 H -3.174 0.842 5.677  C145 1.108
155 H -2.678 0.145 4.040  C145 1.096
156 H -4.293 0.818 4.192  C145 1.075
157 H -2.724 2.166 2.947  C146 1.095
158 H -1.787 2.469 4.392  C146 1.053
159 C 1.432 -4.713 -1.252  C160 1.504, H168 1.044, H169 1.093, H170 1.079
160 C 1.136 -3.243 -1.135  C159 1.504, O161 1.501, H171 1.072, H172 1.079
161 O 2.354 -2.400 -1.376  C160 1.501, C162 1.327
162 C 3.107 -2.175 -0.307  O161 1.327, O163 1.217, C164 1.552
163 O 3.124 -2.766 0.757  C162 1.217
164 C 4.198 -1.121 -0.634  C162 1.552, F165 1.334, F166 1.335, F167 1.354
165 F 5.072 -1.054 0.371  C164 1.334
166 F 4.838 -1.257 -1.798  C164 1.335
167 F 3.588 0.088 -0.631  C164 1.354
168 H 1.770 -4.993 -2.199  C159 1.044
169 H 0.507 -5.253 -1.032  C159 1.093
170 H 2.112 -5.042 -0.481  C159 1.079
171 H 0.730 -2.967 -0.181  C160 1.072
172 H 0.416 -2.864 -1.843  C160 1.079
173 C 0.124 5.752 3.557  O174 1.470, H181 1.091, H182 1.116, H183 1.115
174 O 0.572 5.627 2.162  C173 1.470, P175 1.559
175 P -0.438 6.230 1.139  O174 1.559, O176 1.495, O177 1.587, O179 1.592
176 O -0.739 7.691 1.240  P175 1.495
177 O 0.285 5.852 -0.222  P175 1.587, C178 1.434
178 C 0.872 6.790 -1.134  O177 1.434, H184 1.105, H185 1.102, H186 1.099
179 O -1.604 5.155 1.279  P175 1.592, C180 1.407
180 C -2.864 5.404 0.703  O179 1.407, H187 1.082, H188 1.070, H189 1.138
181 H -0.551 6.603 3.655  C173 1.091
182 H 1.002 5.912 4.227  C173 1.116
183 H -0.346 4.758 3.742  C173 1.115
184 H 0.152 7.430 -1.675  C178 1.105
185 H 1.480 6.171 -1.812  C178 1.102
186 H 1.577 7.438 -0.594  C178 1.099
187 H -2.799 5.300 -0.371  C180 1.082
188 H -3.279 6.315 1.082  C180 1.070
189 H -3.529 4.531 1.006  C180 1.138
190 C 1.657 -6.971 6.637  O191 1.406, H198 1.080, H199 1.107, H200 1.115
191 O 2.184 -7.350 5.390  C190 1.406, P192 1.573
192 P 1.347 -7.104 4.082  O191 1.573, O193 1.498, O194 1.518, O196 1.589
193 O -0.068 -7.595 4.089  P192 1.498
194 O 1.509 -5.626 3.778  P192 1.518, C195 1.384
195 C 1.045 -5.012 2.628  O194 1.384, H201 1.091, H202 1.090, H203 1.097
196 O 2.281 -7.814 3.010  P192 1.589, C197 1.457
197 C 1.806 -9.115 2.559  O196 1.457, H204 1.136, H205 1.146, H206 1.134
198 H 1.503 -5.926 6.864  C190 1.080
199 H 2.425 -7.226 7.393  C190 1.107
200 H 0.682 -7.478 6.825  C190 1.115
201 H 0.136 -5.518 2.299  C195 1.091
202 H 1.772 -4.990 1.817  C195 1.090
203 H 0.850 -3.950 2.819  C195 1.097
204 H 0.679 -9.220 2.461  C197 1.136
205 H 2.195 -9.899 3.299  C197 1.146
206 H 2.331 -9.406 1.597  C197 1.134
207 C 0.428 0.015 2.358  O208 1.496, H215 1.076, H216 1.104, H217 1.075
208 O -0.621 0.954 1.854  C207 1.496, P209 1.554
209 P -0.762 1.367 0.363  O208 1.554, O210 1.480, O211 1.584, O213 1.611
210 O -2.113 1.798 -0.059  P209 1.480
211 O 0.536 2.254 0.166  P209 1.584, C212 1.419
212 C 0.730 3.028 -1.007  O211 1.419, H218 1.058, H219 1.120, H220 1.146
213 O -0.303 0.110 -0.534  P209 1.611, C214 1.399
214 C -1.216 -0.801 -1.076  O213 1.399, H221 1.098, H222 1.089, H223 1.111
215 H 0.552 -0.861 1.745  C207 1.076
216 H 0.045 -0.201 3.371  C207 1.104
217 H 1.327 0.601 2.414  C207 1.075
218 H 1.488 3.761 -0.917  C212 1.058
219 H -0.200 3.625 -1.191  C212 1.120
220 H 0.934 2.276 -1.847  C212 1.146
221 H -1.153 -1.819 -0.670  C214 1.098
222 H -1.078 -0.861 -2.155  C214 1.089
223 H -2.230 -0.385 -0.895  C214 1.111